A molecular structure, C4H16FN8O4Tl. Source: OMol25; level of theory: wB97M-V/def2-TZVPD.

Geometry as ORCA input:
```
! wB97M-V def2-TZVPD RIJCOSX def2/J DEFGRID3
* xyz 3 2
Tl -5.7072 -29.7952 5.6915
F -2.9196 -29.2671 6.3809
C -1.2668 -26.0778 7.0536
O -0.5910 -25.0113 7.2393
N -0.7518 -27.1808 6.6612
N -2.5164 -26.2131 7.1851
H -1.3002 -28.0177 6.5234
H 0.2559 -27.1135 6.6471
H -3.0096 -25.4665 7.6536
H -2.9004 -27.0329 6.7373
C -4.2906 -31.2371 8.9927
O -5.1864 -31.3190 8.2266
N -4.2218 -32.1425 9.8931
N -3.3374 -30.4219 9.0106
H -4.9587 -32.7777 10.1644
H -3.5293 -31.8809 10.5801
H -3.3967 -29.8482 8.1814
H -2.5011 -30.7481 9.4733
C -2.6250 -29.7897 3.0770
O -3.7031 -30.0378 3.5933
N -1.6045 -29.5778 3.8198
N -2.3720 -29.9364 1.8351
H -0.7692 -29.3172 3.3154
H -1.8169 -29.5296 4.8060
H -2.9725 -30.4891 1.2400
H -1.4261 -29.8066 1.5057
C -3.0238 -32.7686 5.7585
O -4.1360 -32.4118 5.4721
N -2.1857 -31.9665 6.3063
N -2.4769 -33.8907 5.1994
H -2.4930 -31.0190 6.4730
H -1.2122 -32.2351 6.3217
H -1.5685 -34.2302 5.4818
H -3.0516 -34.1359 4.4059
*
```

Summary:
electronic energy	-31896.640	eV
⟨S²⟩	1.769
gap between HOMO and LUMO (alpha / beta)	3.6 / 4.3	eV